The following is a quantum chemistry calculation of a single C3H4N4 molecule, from the OMol25 dataset.

Cartesian coordinates (Å):
N1 1.89076 -0.12568 -0.69014
C1 0.56033 -0.05210 -0.34189
C2 0.07266 0.86554 0.61327
N2 -1.18072 0.81079 1.00015
C3 -1.92545 -0.13082 0.39691
N3 -1.54073 -0.91149 -0.59619
N4 -0.27276 -0.86804 -0.97723
H1 2.54135 -0.03104 0.07520
H2 2.08608 -0.93061 -1.27095
H3 0.71261 1.63387 1.04675
H4 -2.94412 -0.26043 0.74412

Atoms 1-3, force components in eV/Å:
N 0.12 0.00 -0.02
C -0.25 -0.11 0.05
C -0.07 -0.08 0.00

Output
SMILES: Nc1cncnn1
net charge: 0
lowest unoccupied orbital energy: 0.1 eV
orbital gap: 9.55 eV
energy above the lowest of the compared OMol25 structures with the same formula, charge and spin: 158.0 kJ/mol
E: -335.71315 hartree

=====

The following is a quantum chemistry calculation of a molecular structure, CH4NO3PS2 at a distorted geometry, from the OMol25 dataset.

Cartesian coordinates (Å):
C1 1.56627 0.28573 -0.14862
N1 2.42702 0.51263 0.78948
O1 1.30250 0.59424 -1.24767
O2 -1.45569 -0.39247 -1.55252
O3 -2.77940 -0.97582 0.42371
P1 -1.49099 -0.12579 0.03790
S1 -1.55214 1.75301 0.54535
S2 0.09530 -1.25777 0.79246
H1 3.14508 1.21911 0.66999
H2 2.33627 0.04197 1.67770
H3 -0.82501 0.18465 -1.98981
H4 -2.76921 -1.83951 0.00205

Atoms 1-3, force components in eV/Å:
C -2.84 -2.00 -0.06
N 1.10 0.35 0.92
O 0.63 0.30 0.07

Output
net charge: 0
lowest unoccupied orbital energy: -0.3 eV
orbital gap: 8.26 eV
energy above the lowest of the compared OMol25 structures with the same formula, charge and spin: 36.2 kJ/mol
E: -1458.79846 hartree

=====

The following is a quantum chemistry calculation of a molecular structure, C3H2CoLiO3 at a distorted geometry, from the OMol25 dataset.

Cartesian coordinates (Å):
O1 -1.60295 -0.74553 1.75549
O2 -0.32897 -0.24924 -0.77963
C1 0.45482 0.21535 -1.77666
C2 0.12980 -0.19675 0.57696
O3 1.57392 0.67483 -1.43695
C3 -0.85162 0.28884 1.43755
Li1 -0.36757 0.00399 -3.68175
H1 -0.57882 0.86057 2.34347
H2 -0.49432 -1.47237 1.06843
Co1 2.06570 0.62030 0.49310

Atoms 1-3, force components in eV/Å:
O -0.19 -1.75 -0.61
O -0.30 0.26 -0.96
C 0.22 -0.35 0.51

Output
net charge: 0
lowest unoccupied orbital energy (alpha / beta): -1.2 / -1.2 eV
2S+1: 5
⟨S²⟩: 6.048
orbital gap (alpha / beta): 4.43 / 5.99 eV
energy above the lowest of the compared OMol25 structures with the same formula, charge and spin: 145.9 kJ/mol
E: -1731.22276 hartree

=====

The following is a quantum chemistry calculation of 2 unconnected molecules or ions with the total composition C3H3NOS at a distorted geometry, from the OMol25 dataset.

Cartesian coordinates (Å):
C1 -0.89224 1.32078 0.89859
C2 -1.29901 0.19765 0.13038
C3 0.49403 -0.90166 -0.79520
N1 -0.52130 2.20738 1.48496
O1 -2.27131 -0.39811 -0.15713
S1 1.74310 -0.83524 0.49106
H1 0.16860 -1.94649 -1.00896
H2 0.84114 -0.21242 -1.60219
H3 1.73699 0.56812 0.55849

Atoms 1-3, force components in eV/Å:
C -1.81 -2.22 -1.21
C 2.90 -3.44 -2.94
C -0.68 2.16 1.39

Output
net charge: 0
lowest unoccupied orbital energy: -0.8 eV
orbital gap: 7.65 eV
energy above the lowest of the compared OMol25 structures with the same formula, charge and spin: 339.3 kJ/mol
E: -644.15768 hartree

=====

The following is a quantum chemistry calculation of 2 unconnected molecules or ions with the total composition C2H4NO3 at a distorted geometry, from the OMol25 dataset.

Cartesian coordinates (Å):
C1 2.17739 -1.11580 -0.56567
C2 -0.45330 0.20206 0.59088
N1 -0.35561 -1.20799 0.28206
O1 -1.20739 -1.71706 -0.46817
O2 2.46313 0.04369 -0.34019
O3 0.53636 -1.91383 0.89225
H1 1.85907 -1.30519 -1.54194
H2 0.49103 0.50278 0.15042
H3 -1.33773 0.66214 0.17224
H4 -0.38016 0.34740 1.63769

Atoms 1-3, force components in eV/Å:
C 1.98 1.07 2.40
C 1.10 -0.63 -0.79
N -0.11 -0.34 1.34

Output
net charge: -1
lowest unoccupied orbital energy (alpha / beta): 4.3 / 4.3 eV
orbital gap (alpha / beta): 7.06 / 5.33 eV
energy above the lowest of the compared OMol25 structures with the same formula, charge and spin: 723.7 kJ/mol
E: -358.90524 hartree

=====

The following is a quantum chemistry calculation of a molecular structure, C4H16NO2S at a distorted geometry, from the OMol25 dataset.

Cartesian coordinates (Å):
C1 -2.00201 -1.26696 -0.91888
C2 -0.16707 -0.52762 1.97233
C3 0.45829 0.37084 1.07643
S1 1.68541 -0.58629 -0.29783
C4 3.59638 -0.84431 -0.45894
N1 -2.01762 -0.06112 -1.70890
H1 -1.69554 -2.04088 -1.65564
H2 -2.90321 -1.61853 -0.45090
H3 -0.37785 -1.58009 1.88339
H4 -0.12156 -0.17832 3.01599
H5 1.11597 1.13461 1.47267
H6 -0.24268 0.68998 0.26208
H7 3.77929 -0.76667 -1.52333
H8 3.77719 -1.83852 -0.06667
H9 4.02339 -0.08871 0.19209
H10 -1.30917 0.65548 -1.61930
H11 -1.20790 -1.19344 -0.17014
H12 -2.94126 0.36194 -1.65369
H13 1.03382 2.30542 -1.89362
H14 1.41863 0.94838 -0.90652
O1 0.94923 1.95472 -1.00084
H15 -1.67708 0.96395 1.65390
H16 -2.98444 1.59757 1.67803
O2 -2.19022 1.60860 1.11829

Atoms 1-3, force components in eV/Å:
C 2.06 -0.46 -1.37
C 2.55 0.31 1.29
C 1.37 -1.23 -1.05

Output
net charge: +1
lowest unoccupied orbital energy: -8.0 eV
orbital gap: 4.19 eV
energy above the lowest of the compared OMol25 structures with the same formula, charge and spin: 747.5 kJ/mol
E: -764.91863 hartree